{"formula": "C35H34ClN2ORu", "method": "ωB97M-V/def2-TZVPD", "e_above_lowest_kcal_mol": 0.0, "s_squared": 8.83, "charge": 0, "homo_lumo_gap_ev": [4.27, 5.34], "homo_ev": [-4.9, -8.0], "multiplicity": 6, "symbols": ["Ru", "Cl", "C", "C", "C", "C", "O", "C", "C", "N", "C", "C", "C", "C", "C", "C", "C", "C", "N", "C", "C", "H", "H", "H", "H", "H", "H", "H", "H", "H", "H", "C", "C", "C", "C", "C", "C", "C", "C", "C", "H", "H", "H", "H", "H", "H", "H", "H", "H", "H", "H", "H", "C", "C", "C", "C", "C", "C", "C", "C", "C", "C", "H", "H", "H", "H", "H", "H", "H", "H", "H", "H", "H", "H"], "positions_angstrom": [[12.5207, -1.3112, 14.0349], [7.3025, -4.5856, 10.1281], [8.6734, -3.9891, 10.9145], [9.9685, -4.5466, 10.6638], [11.1136, -4.1112, 11.2702], [11.0212, -3.0885, 12.2428], [12.0990, -2.9104, 12.9624], [9.7258, -2.4306, 12.4936], [9.5160, -1.2468, 13.2266], [10.5095, -0.6850, 13.9222], [10.2466, 0.3551, 14.8035], [8.9886, 0.9123, 15.0956], [8.8741, 1.9756, 16.0258], [10.0020, 2.4388, 16.7264], [11.3273, 2.0102, 16.3408], [12.5366, 2.6790, 16.6890], [13.7268, 2.2794, 16.0949], [13.7906, 1.1863, 15.2361], [12.6352, 0.4862, 14.9606], [11.4340, 0.9076, 15.4218], [8.5594, -2.9735, 11.8362], [10.0394, -5.4018, 9.9866], [12.1094, -4.5352, 11.1094], [8.5264, -0.7573, 13.2234], [8.0732, 0.4573, 14.6770], [7.8799, 2.4149, 16.1795], [9.9497, 3.2678, 17.4090], [12.5721, 3.4453, 17.4377], [14.6704, 2.7725, 16.3878], [14.7086, 0.7292, 14.8266], [7.5816, -2.5400, 12.0097], [13.2031, 3.9643, 10.9610], [12.9597, 2.5587, 10.5699], [11.6748, 2.1992, 10.1270], [11.4213, 0.9284, 9.6882], [10.0649, 0.5233, 9.1909], [12.4593, -0.0336, 9.7655], [13.7555, 0.2877, 10.2115], [14.7512, -0.8175, 10.1461], [13.9571, 1.6110, 10.6749], [14.2436, 4.1531, 11.2234], [12.6190, 4.2348, 11.8702], [12.8150, 4.6738, 10.2225], [10.8363, 2.9141, 10.1173], [10.0052, 0.4996, 8.0763], [9.2920, 1.2629, 9.5312], [9.8227, -0.4731, 9.5969], [12.2724, -1.0853, 9.5885], [14.7147, -1.3497, 9.1785], [14.5153, -1.6281, 10.8804], [15.7793, -0.4641, 10.3275], [14.9122, 1.8568, 11.1037], [15.8051, -2.2122, 16.2627], [14.5072, -2.5841, 15.5999], [14.5814, -3.9672, 15.0469], [14.2332, -1.8083, 14.3794], [13.3906, -2.5499, 16.6606], [12.1346, -3.1691, 16.4228], [11.2073, -3.3010, 17.4370], [11.4058, -2.7977, 18.7431], [12.5547, -2.0791, 18.9580], [13.5459, -1.9765, 17.9154], [16.6454, -2.2415, 15.5314], [16.0163, -2.9354, 17.0592], [15.8429, -1.2006, 16.7089], [15.4380, -4.1290, 14.3439], [13.6511, -4.3101, 14.5809], [14.8050, -4.6307, 15.8957], [15.0923, -1.5215, 13.6888], [12.0249, -3.7064, 15.4754], [10.2802, -3.8314, 17.1636], [10.6535, -2.9670, 19.5093], [12.8068, -1.6291, 19.9014], [14.4779, -1.4815, 18.1841]], "forces_ev_per_angstrom": [[-2.26, 1.69, -0.51], [-0.77, -0.48, -0.57], [1.88, 0.83, 1.43], [-0.63, -0.99, -1.05], [-0.46, 0.91, 0.74], [-0.75, -0.49, 0.17], [0.29, 0.13, -0.24], [-0.45, 0.38, -0.37], [-1.23, -1.32, -1.16], [0.89, 2.00, 2.20], [1.28, -0.99, -0.30], [-0.90, 0.53, 0.77], [0.36, -0.79, -0.21], [0.54, -0.23, -1.35], [-0.58, -0.53, -0.55], [-0.35, -0.75, -0.13], [1.22, -0.46, -0.07], [-0.28, 0.00, 0.54], [0.83, -0.68, -0.37], [-1.10, 1.50, 0.20], [0.55, -0.41, -0.77], [-0.15, 0.34, 0.06], [-0.53, 0.00, -0.03], [0.55, -0.55, -0.17], [0.66, 0.55, 0.20], [0.54, -0.25, 0.18], [-0.23, 0.16, 0.21], [-0.26, 0.39, 0.12], [-0.61, -0.24, -0.31], [-0.59, 0.65, 0.29], [0.11, 0.09, 0.14], [-0.59, 1.04, 1.22], [-0.72, -0.17, 0.11], [0.20, 0.58, -0.13], [0.55, -1.42, 0.11], [-0.78, 0.34, -0.08], [0.30, 0.80, 0.45], [-1.96, 0.59, -0.17], [0.73, -0.89, 0.56], [0.15, -1.34, -0.72], [0.01, 0.12, -0.32], [0.29, -0.33, -0.33], [0.46, -0.14, -0.15], [0.65, -0.10, -0.01], [0.15, -0.12, 0.79], [0.60, -0.73, -0.24], [-0.14, 0.34, -0.31], [-0.25, -0.01, -0.47], [0.10, 0.52, 0.25], [0.21, 0.69, -0.24], [-0.34, -0.22, -0.07], [0.34, 0.31, -0.03], [1.65, 0.24, 0.03], [0.18, 0.80, 0.63], [1.13, -2.38, -0.02], [1.85, 1.01, -0.52], [-1.01, 0.18, 0.19], [1.18, -0.20, -0.02], [-0.98, -0.29, -0.06], [-0.28, -0.10, -1.13], [1.49, -0.08, -1.42], [-0.52, 0.06, 1.10], [-0.55, -0.13, 0.40], [0.17, 0.13, -0.05], [-0.29, -0.43, -0.33], [-0.77, 0.43, 0.34], [0.37, 0.17, -0.05], [-0.17, -0.21, -0.14], [-0.63, -0.68, 0.86], [-0.47, 0.31, 0.32], [0.45, 0.25, 0.45], [0.18, 0.12, -0.11], [-0.13, 0.05, 0.29], [-0.32, -0.05, -0.09]]}